1.
Formula: C18H21NO3
Source: the Open Molecules 2025 dataset
Level of theory: the ωB97M-V functional and the def2-TZVPD basis

Calculated values
multiplicity = 1
SMILES = OCCOCCOCCn1c2ccccc2c2ccccc21
E_LUMO = 0.7925 eV
molecular weight = 299.37 g/mol
calculated total energy = -978.97036 a.u.
energy relative to the best compared isomer or geometry (same formula, charge and spin) = 0.9358 eV
net charge = 0
HOMO level = -7.8 eV

Cartesian coordinates (Å):
O: -1.136056 -1.835968 -2.194303
C: -0.898766 -0.523779 -1.745843
C: -2.149308 0.365092 -1.826511
O: -3.336636 -0.267430 -1.402974
C: -3.559683 -0.341248 -0.017399
C: -2.740552 -1.416032 0.712920
O: -1.663100 -0.778976 1.363998
C: -0.704530 -1.654782 1.904071
C: 0.438793 -0.795269 2.460158
N: 1.069802 -0.029543 1.423906
C: 0.640754 1.193994 0.961690
C: -0.364427 2.021705 1.441071
C: -0.590133 3.213760 0.780570
C: 0.163989 3.586476 -0.330572
C: 1.167004 2.769705 -0.811664
C: 1.410535 1.564116 -0.166724
C: 2.328948 0.486835 -0.402774
C: 3.314467 0.261224 -1.354402
C: 4.021401 -0.923329 -1.307076
C: 3.754901 -1.877019 -0.327401
C: 2.780382 -1.675011 0.630896
C: 2.067253 -0.485024 0.592101
H: -1.663990 -1.792495 -2.999973
H: -0.097722 -0.046894 -2.330479
H: -0.560313 -0.609853 -0.715467
H: -1.965636 1.285564 -1.255871
H: -2.342096 0.626127 -2.873106
H: -3.346161 0.625561 0.458883
H: -4.625112 -0.564452 0.075138
H: -2.377596 -2.156597 -0.012099
H: -3.365817 -1.933629 1.456231
H: -0.322843 -2.332195 1.124289
H: -1.143770 -2.264908 2.709197
H: 0.033540 -0.107617 3.205780
H: 1.180392 -1.439908 2.938038
H: -0.967877 1.740068 2.289370
H: -1.370922 3.873031 1.131835
H: -0.044763 4.526923 -0.818966
H: 1.751227 3.056993 -1.673069
H: 3.518984 0.999741 -2.115165
H: 4.790605 -1.119970 -2.039093
H: 4.321116 -2.796854 -0.318797
H: 2.583710 -2.428124 1.379591

Cartesian forces (eV/Å) of the 2 atoms listed first:
-0.08 -0.37 -0.27
-0.13 0.47 0.04

2.
Formula: C18H21NO6S
Source: the Open Molecules 2025 dataset
Level of theory: the ωB97M-V functional and the def2-TZVPD basis

Calculated values
multiplicity = 1
SMILES = COC(=O)CN(Cc1ccccc1)S(=O)(=O)c1ccc(OC)c(OC)c1
E_LUMO = 0.6829 eV
molecular weight = 379.43 g/mol
calculated total energy = -1602.86187 a.u.
energy relative to the best compared isomer or geometry (same formula, charge and spin) = 0.2129 eV
net charge = 0
HOMO level = -8.1 eV

Cartesian coordinates (Å):
C: 4.425925 -0.739879 -3.882299
O: 3.329891 -1.571952 -3.517256
C: 2.486924 -1.075112 -2.607888
O: 2.627824 -0.004583 -2.080336
C: 1.340569 -2.038934 -2.353700
N: 0.677486 -1.754700 -1.115570
C: 1.210059 -2.306726 0.114365
C: 0.978649 -1.347698 1.249834
C: 1.498129 -0.059925 1.177081
C: 1.272945 0.841555 2.200544
C: 0.537657 0.464354 3.312349
C: 0.028046 -0.819526 3.393488
C: 0.242024 -1.720823 2.363657
S: -0.976890 -1.495759 -1.127160
O: -1.620652 -2.445710 -0.263033
O: -1.379870 -1.456057 -2.506383
C: -1.127128 0.132190 -0.422732
C: -0.464082 1.182429 -1.009150
C: -0.545747 2.440070 -0.426935
C: -1.282643 2.634730 0.731352
O: -1.406464 3.815106 1.387545
C: -0.736156 4.942212 0.876079
C: -1.973395 1.543810 1.315696
O: -2.671271 1.824723 2.442591
C: -3.375542 0.774089 3.063045
C: -1.888867 0.297432 0.721648
H: 5.006633 -1.304845 -4.606342
H: 4.063980 0.190797 -4.322863
H: 5.030216 -0.502794 -3.004603
H: 0.594961 -1.892059 -3.143519
H: 1.709036 -3.070358 -2.419187
H: 2.283880 -2.463192 -0.023519
H: 0.731583 -3.270302 0.333301
H: 2.066040 0.229638 0.305809
H: 1.675468 1.841401 2.134700
H: 0.361183 1.170049 4.110500
H: -0.536516 -1.123562 4.263801
H: -0.171740 -2.716626 2.419748
H: 0.125904 1.019282 -1.894736
H: -0.017792 3.260931 -0.883546
H: 0.347307 4.788729 0.849632
H: -0.968462 5.755566 1.561621
H: -1.091011 5.201907 -0.126284
H: -4.148137 0.366089 2.404222
H: -3.843923 1.216270 3.940915
H: -2.700899 -0.029735 3.371037
H: -2.381490 -0.571454 1.123030

Cartesian forces (eV/Å) of the 2 atoms listed first:
0.18 0.31 0.03
-0.22 -0.35 -0.07

3.
Formula: C18H22AsBaCl2Se4
Source: the Open Molecules 2025 dataset
Level of theory: the ωB97M-V functional and the def2-TZVPD basis

Calculated values
multiplicity = 1
E_LUMO = 2.1067 eV
molecular weight = 837.37 g/mol
calculated total energy = -13486.57488 a.u.
energy relative to the best compared isomer or geometry (same formula, charge and spin) = 0.5083 eV
net charge = -1
HOMO level = -4.3 eV

Cartesian coordinates (Å):
Ba: 3.073309 -1.335355 0.147378
Se: 5.306640 0.349232 1.188211
Se: 5.719959 -1.954684 1.578014
Se: 5.508602 -3.000665 -0.734215
Se: 3.509285 -4.223987 -0.644010
Cl: 4.052951 6.130370 0.803940
C: 4.821085 4.520359 0.731206
Cl: 3.673817 3.254208 0.300404
H: 5.237156 4.330851 1.714219
H: 5.603127 4.587079 -0.016432
C: -3.841896 1.660633 2.116163
C: -2.907211 1.325391 3.082466
C: -1.649518 0.879619 2.708244
C: -1.280079 0.762913 1.365331
C: -2.241619 1.093337 0.402749
C: -3.500998 1.536989 0.775956
C: 0.077812 0.252113 1.045017
C: 0.825043 0.378039 -0.064896
C: 0.429452 1.197096 -1.198679
C: 0.179068 0.638612 -2.460699
C: -0.168658 1.428593 -3.545789
C: -0.240770 2.809689 -3.425636
C: 0.038817 3.385619 -2.191868
C: 0.360905 2.599756 -1.100445
H: -4.827853 2.007899 2.399966
H: -3.155392 1.408092 4.134173
H: -0.925237 0.612782 3.470010
H: -2.012709 0.991102 -0.646943
H: -4.223911 1.781804 0.006693
H: 0.471401 -0.315459 1.896676
H: 0.239266 -0.438991 -2.603958
H: -0.371272 0.948349 -4.496494
H: -0.494646 3.431501 -4.274621
H: 0.000302 4.462488 -2.073639
H: 0.567963 3.057847 -0.140756
C: -2.050952 -4.564362 1.361965
As: -0.690256 -3.372004 0.565100
C: -0.071452 -4.671472 -0.759906
C: -1.888896 -2.354686 -0.591003
H: -2.668385 -5.040889 0.597527
H: -2.699911 -3.998424 2.031010
H: -1.550980 -5.339030 1.943560
H: -0.943116 -5.137809 -1.224153
H: 0.526978 -5.429573 -0.255046
H: 0.546489 -4.213327 -1.530063
H: -2.472632 -3.016252 -1.233670
H: -1.332565 -1.639817 -1.197742
H: -2.558496 -1.775581 0.044698

Cartesian forces (eV/Å) of the 2 atoms listed first:
-1.80 0.68 -0.03
0.72 -0.27 0.31

4.
Formula: C18H22BrF3INOPS
Source: the Open Molecules 2025 dataset
Level of theory: the ωB97M-V functional and the def2-TZVPD basis

Calculated values
multiplicity = 1
E_LUMO = -5.3733 eV
molecular weight = 595.22 g/mol
calculated total energy = -4739.64207 a.u.
energy relative to the best compared isomer or geometry (same formula, charge and spin) = 1.9632 eV
net charge = +1
HOMO level = -11.3 eV

Cartesian coordinates (Å):
C: 0.373171 0.943538 0.637465
C: 0.267507 -0.297139 -0.308243
F: 0.921405 -1.393746 0.291960
C: -1.247412 -0.765744 -0.552425
P: -1.152990 -2.671189 -0.567399
O: -2.469201 -3.229952 0.404763
Br: -1.641919 -3.468558 -2.629572
C: -2.225363 -0.480087 0.670572
N: -3.641620 -0.624853 0.113302
I: -4.687212 0.975439 0.986658
C: -3.587910 -0.349165 -1.372067
C: -2.064779 -0.026826 -1.684324
S: -1.499023 -0.094433 -3.424075
H: 0.250531 0.625379 1.707485
H: -0.388977 1.713855 0.372738
H: 1.373030 1.442334 0.550014
H: 0.777777 -0.141166 -1.284940
H: -2.023697 -3.530714 1.211740
H: -2.213881 0.606918 0.937826
H: -2.002545 -0.994160 1.634416
H: -4.191775 -1.425597 0.444745
H: -4.034914 -1.226984 -1.892227
H: -4.174715 0.566491 -1.606625
H: -1.993026 1.066335 -1.405556
H: -0.838398 1.059908 -3.774330
F: -1.035533 -0.374275 4.339226
C: -0.370443 0.505145 5.122159
C: -1.084412 1.327699 5.975079
C: -0.399223 2.227412 6.782062
C: 0.988277 2.300406 6.718527
C: 1.692171 1.470976 5.853259
C: 1.010036 0.562857 5.052908
H: -2.165140 1.261658 6.004987
H: -0.946104 2.871176 7.459409
H: 1.520632 3.005238 7.345470
H: 2.772104 1.531055 5.801821
H: 1.542492 -0.097885 4.379228
F: 1.727828 1.409003 -3.684739
C: 2.473863 0.500734 -4.355293
C: 3.852158 0.541840 -4.246619
C: 4.615075 -0.395347 -4.932364
C: 3.991596 -1.353843 -5.724956
C: 2.605811 -1.380120 -5.828345
C: 1.841382 -0.450472 -5.135038
H: 4.319790 1.300576 -3.631343
H: 5.694473 -0.378259 -4.849719
H: 4.588333 -2.080904 -6.262151
H: 2.120973 -2.123847 -6.448386
H: 0.759802 -0.460708 -5.197081

Cartesian forces (eV/Å) of the 2 atoms listed first:
0.39 -0.18 -0.15
-0.66 0.24 0.26

5.
Formula: C18H22BrN5O3
Source: the Open Molecules 2025 dataset
Level of theory: the ωB97M-V functional and the def2-TZVPD basis

Calculated values
multiplicity = 1
E_LUMO = -0.3066 eV
molecular weight = 436.31 g/mol
calculated total energy = -3772.00888 a.u.
energy relative to the best compared isomer or geometry (same formula, charge and spin) = 18.6099 eV
net charge = 0
HOMO level = -8.4 eV

Cartesian coordinates (Å):
C: 1.436241 -0.758339 -4.438508
H: 0.464285 -1.388189 -4.818503
H: 2.246397 -1.266449 -5.058404
H: 1.220298 0.290233 -4.750115
C: 1.284123 -0.800551 -2.860877
N: 0.297069 -0.262737 -2.223271
C: 0.380910 0.813546 -1.306508
N: 1.220982 1.587783 -1.380394
C: 0.806802 2.550474 -0.500405
C: -0.472465 2.220703 -0.048583
C: -1.045437 3.158055 0.639719
O: -2.355005 3.096812 1.046881
N: -0.535925 4.140428 1.379671
C: 1.035986 4.391934 0.870807
O: 1.444831 5.392852 1.349127
N: 1.679852 3.596337 0.145724
C: 2.922665 3.705505 -0.170239
H: 3.629680 2.977965 0.147629
H: 2.997890 3.646020 -1.554029
H: 3.398841 4.726054 0.073395
C: -1.080851 5.127384 2.154712
H: -1.620313 5.694396 1.665271
H: -1.322016 4.508550 2.941228
H: -0.076868 5.826548 2.574681
N: -0.960602 1.151763 -1.046882
C: -2.106724 0.396643 -0.723758
C: -2.131052 -0.898346 0.112107
C: -3.104504 -1.766357 -0.318640
C: -3.032269 -2.921545 0.512088
C: -1.958106 -3.468872 1.174144
C: -0.911491 -2.581111 1.086192
C: -1.048562 -1.266235 0.617185
H: -0.033799 -0.700573 0.727421
Br: 0.598809 -3.151947 2.200165
H: -1.994206 -4.376272 1.620454
H: -3.863122 -3.679351 0.175858
H: -4.171188 -1.414919 -0.780295
H: -2.483104 1.111370 0.012720
H: -2.516169 0.412380 -1.721663
H: -0.333097 -0.859715 -2.367344
C: 1.934814 -2.309111 -2.333002
C: 1.023801 -3.144656 -2.752889
O: -0.441640 -2.948814 -2.067119
H: -0.348957 -3.142204 -1.040268
H: 0.492061 -3.122834 -3.942555
H: 1.101323 -4.410646 -2.517729
H: 1.958818 -2.273510 -1.271537
H: 2.731152 -2.660899 -2.779949
H: 2.242976 -0.128994 -2.755452

Cartesian forces (eV/Å) of the 2 atoms listed first:
-4.62 -1.65 -1.33
1.95 1.61 0.31

Please write out number 5 again, unchanged.
Formula: C18H22BrN5O3
Source: the Open Molecules 2025 dataset
Level of theory: the ωB97M-V functional and the def2-TZVPD basis

Calculated values
multiplicity = 1
E_LUMO = -0.3066 eV
molecular weight = 436.31 g/mol
calculated total energy = -3772.00888 a.u.
energy relative to the best compared isomer or geometry (same formula, charge and spin) = 18.6099 eV
net charge = 0
HOMO level = -8.4 eV

Cartesian coordinates (Å):
C: 1.436241 -0.758339 -4.438508
H: 0.464285 -1.388189 -4.818503
H: 2.246397 -1.266449 -5.058404
H: 1.220298 0.290233 -4.750115
C: 1.284123 -0.800551 -2.860877
N: 0.297069 -0.262737 -2.223271
C: 0.380910 0.813546 -1.306508
N: 1.220982 1.587783 -1.380394
C: 0.806802 2.550474 -0.500405
C: -0.472465 2.220703 -0.048583
C: -1.045437 3.158055 0.639719
O: -2.355005 3.096812 1.046881
N: -0.535925 4.140428 1.379671
C: 1.035986 4.391934 0.870807
O: 1.444831 5.392852 1.349127
N: 1.679852 3.596337 0.145724
C: 2.922665 3.705505 -0.170239
H: 3.629680 2.977965 0.147629
H: 2.997890 3.646020 -1.554029
H: 3.398841 4.726054 0.073395
C: -1.080851 5.127384 2.154712
H: -1.620313 5.694396 1.665271
H: -1.322016 4.508550 2.941228
H: -0.076868 5.826548 2.574681
N: -0.960602 1.151763 -1.046882
C: -2.106724 0.396643 -0.723758
C: -2.131052 -0.898346 0.112107
C: -3.104504 -1.766357 -0.318640
C: -3.032269 -2.921545 0.512088
C: -1.958106 -3.468872 1.174144
C: -0.911491 -2.581111 1.086192
C: -1.048562 -1.266235 0.617185
H: -0.033799 -0.700573 0.727421
Br: 0.598809 -3.151947 2.200165
H: -1.994206 -4.376272 1.620454
H: -3.863122 -3.679351 0.175858
H: -4.171188 -1.414919 -0.780295
H: -2.483104 1.111370 0.012720
H: -2.516169 0.412380 -1.721663
H: -0.333097 -0.859715 -2.367344
C: 1.934814 -2.309111 -2.333002
C: 1.023801 -3.144656 -2.752889
O: -0.441640 -2.948814 -2.067119
H: -0.348957 -3.142204 -1.040268
H: 0.492061 -3.122834 -3.942555
H: 1.101323 -4.410646 -2.517729
H: 1.958818 -2.273510 -1.271537
H: 2.731152 -2.660899 -2.779949
H: 2.242976 -0.128994 -2.755452

Cartesian forces (eV/Å) of the 2 atoms listed first:
-4.62 -1.65 -1.33
1.95 1.61 0.31